Entry 1:
Formula: C6H6N3O
Source: the OMol25 dataset
Level of theory: ωB97M-V/def2-TZVPD

Structure (XYZ):
```
16
Properties=species:S:1:pos:R:3:forces:R:3:mulliken_charge:R:1
C -1.93062 -0.59480 -0.46465 -0.526 0.305 -0.269 -0.20
C -1.49817 -1.79141 0.06896 0.565 -0.208 0.126 -0.47
C -1.16509 0.54851 -0.45408 -1.241 1.789 -0.967 -0.41
C -0.17495 -1.78028 0.48125 -0.506 1.077 -0.336 -0.22
C 0.11555 0.46721 0.04081 -0.298 0.240 -0.096 1.14
C 1.06005 1.47534 -0.08187 1.402 -0.936 -0.651 -0.78
N 0.62482 -0.69285 0.40113 -1.750 -1.336 1.624 -0.39
N 3.13692 -0.77300 -0.53771 -4.013 -3.005 2.590 0.35
N 1.22131 2.63392 0.39710 -2.110 -0.156 0.887 -0.20
O 2.36739 -1.44290 -0.03734 5.241 2.942 -3.094 0.10
H -2.91190 -0.72843 -0.85740 -0.697 1.072 -0.468 0.40
H -2.26826 -2.59594 0.05025 1.410 0.254 0.443 0.35
H -1.41173 1.57780 -0.85449 -0.417 -1.621 0.347 0.28
H 0.33218 -2.56744 0.92161 0.603 -1.959 0.608 0.49
H 1.91498 3.09037 -0.09117 1.910 2.036 -0.461 0.31
H 0.58751 3.17391 1.01761 0.427 -0.495 -0.283 0.27
```
Forces are in eV/Å.

Computed properties:
Kohn-Sham gap (spin up / spin down) (eV): 6.0 / 6.1
Maximum force (eV Å⁻¹): 6.8
E_tot (a.u.): -471.266104
Energy relative to the best compared isomer or geometry (same formula, charge and spin) (kcal/mol): 143.4
LUMO energy (spin up / spin down) (eV): -6.12 / -6.06
Charge: +1



Entry 2:
Formula: C6H6N3OS2
Source: the OMol25 dataset
Level of theory: ωB97M-V/def2-TZVPD

Structure (XYZ):
```
18
Properties=species:S:1:pos:R:3:forces:R:3:mulliken_charge:R:1
C -0.74001 0.85560 1.78775 0.069 -0.618 -1.708 -0.47
C -1.89872 0.16638 1.39614 0.209 -0.113 1.418 -0.52
C 0.38335 0.59909 1.02554 -1.099 -2.638 -1.866 -0.53
C -1.83787 -0.87291 0.42043 -1.605 -0.217 -0.075 -0.10
C 0.33032 -0.42681 0.06058 -1.637 -0.095 1.368 0.44
C 1.48189 -0.92809 -0.60186 2.390 -0.823 -2.276 0.63
N -0.75152 -1.19096 -0.23054 1.287 1.129 0.470 -0.47
N 2.71011 -0.44597 -0.57304 -2.324 0.551 1.242 -0.35
N 1.28127 -2.00909 -1.48775 2.794 2.345 0.816 -0.11
O 3.42962 0.15578 -3.78291 -1.194 -3.750 0.579 -0.27
S 2.56602 -2.39812 -2.47461 0.008 -0.328 0.108 0.16
S 3.81939 -1.01469 -1.51896 0.360 -1.305 -0.307 0.18
H -0.64090 1.58196 2.56613 -0.593 0.226 0.419 0.46
H -2.74283 0.38964 2.06639 -0.113 -0.538 -0.988 0.34
H 1.34297 0.95395 1.03636 2.055 1.710 1.019 0.57
H -2.64098 -1.55698 0.04819 -0.050 1.204 1.178 0.39
H 0.44779 -2.51889 -1.42165 -1.651 -0.896 -0.105 0.35
H 3.63722 0.99039 -4.05981 1.095 4.156 -1.292 0.28
```
Forces are in eV/Å.

Computed properties:
Kohn-Sham gap (spin up / spin down) (eV): 7.9 / 6.5
2S+1: 3
Maximum force (eV Å⁻¹): 4.5
<S²>: 2.016
E_tot (a.u.): -1267.715349
Energy relative to the best compared isomer or geometry (same formula, charge and spin) (kcal/mol): 0.0
LUMO energy (spin up / spin down) (eV): -4.44 / -6.60
Charge: +1



Entry 3:
Formula: C6H6N3S
Source: the OMol25 dataset
Level of theory: ωB97M-V/def2-TZVPD

Structure (XYZ):
```
16
Properties=species:S:1:pos:R:3:forces:R:3:mulliken_charge:R:1
C -1.42416 -0.31788 -1.93948 -0.150 -0.786 0.805 -0.44
C -2.08264 -0.45679 -0.76428 3.424 1.864 1.995 -0.53
C -0.01890 -0.11576 -1.93026 1.011 -1.096 -2.217 -0.21
C -1.30645 -0.18358 0.45904 0.776 0.265 -0.864 0.33
C 0.10445 0.06990 0.23362 -0.918 -1.410 3.127 0.84
C 2.18922 0.53741 1.34494 0.943 -0.378 2.421 -0.69
N 0.77007 -0.04781 -0.88881 -0.308 1.084 -1.218 -0.49
N -1.63641 -0.16903 1.77448 0.402 -0.428 -1.287 -0.44
N 0.77917 0.17984 1.44349 -2.155 -0.081 -1.333 0.01
S -0.35402 0.00942 2.67628 0.636 0.515 -0.502 0.34
H -1.94264 -0.60740 -2.83620 0.074 0.467 -0.424 0.40
H -3.07803 -0.53737 -0.65917 -3.421 -0.853 0.075 0.55
H 0.49280 -0.20278 -2.92346 -0.398 0.303 1.001 0.37
H 2.39891 1.40977 1.99945 -0.143 -0.448 -0.596 0.30
H 2.82810 -0.31517 1.71114 -0.604 0.829 -0.678 0.29
H 2.28053 0.74723 0.29922 0.832 0.154 -0.304 0.39
```
Forces are in eV/Å.

Computed properties:
Kohn-Sham gap (eV): 8.5
Maximum force (eV Å⁻¹): 4.4
E_tot (a.u.): -794.398022
Energy relative to the best compared isomer or geometry (same formula, charge and spin) (kcal/mol): 10.4
LUMO energy (eV): -6.05
Charge: +1



Entry 4:
Formula: C6H6N4O2
Source: the OMol25 dataset
Level of theory: ωB97M-V/def2-TZVPD

Structure (XYZ):
```
18
Properties=species:S:1:pos:R:3:forces:R:3:mulliken_charge:R:1
C 1.16423 0.34461 -1.71893 -0.943 -2.185 1.486 0.51
C 1.22017 -0.57930 0.58287 1.456 -1.002 0.567 0.18
C -0.20583 -0.21059 0.84388 -0.349 -0.203 -0.105 0.82
C -1.19939 -1.21923 0.89104 0.848 -0.760 -0.325 -0.13
C -2.77240 0.36615 0.99095 -0.827 0.976 1.236 -0.28
C -1.80983 1.36143 1.10333 2.653 -0.285 -0.610 -0.12
H 2.75347 1.24038 -2.29702 1.163 0.698 -0.208 0.24
H 1.49933 1.20806 -3.43834 -0.086 0.305 -0.439 0.28
H 2.77100 -0.37126 -0.63143 1.125 -0.233 0.003 0.26
H -0.86974 -2.28133 0.78778 -0.433 0.937 0.266 0.34
H -3.83056 0.69207 1.10279 0.762 -0.604 -0.342 0.33
H -1.87431 2.44354 1.21622 -1.184 -0.383 0.020 0.43
N 1.97758 0.76878 -2.68150 0.511 0.333 -0.589 -0.45
N 1.80563 -0.17244 -0.59907 -0.283 0.816 0.342 -0.12
N -2.48947 -0.95631 0.97029 0.428 1.026 -0.332 -0.56
N -0.45813 1.07625 0.97692 -1.883 -0.572 0.187 -0.58
O -0.01695 0.18091 -1.79315 -1.786 0.587 -0.883 -0.54
O 1.93192 -1.22140 1.34749 -1.171 0.549 -0.273 -0.61
```
Forces are in eV/Å.

Computed properties:
Kohn-Sham gap (eV): 9.9
Maximum force (eV Å⁻¹): 2.8
E_tot (a.u.): -601.765174
Energy relative to the best compared isomer or geometry (same formula, charge and spin) (kcal/mol): 5.1
LUMO energy (eV): 0.22



Entry 5:
Formula: C6H6NO2P2
Source: the OMol25 dataset
Level of theory: ωB97M-V/def2-TZVPD

Structure (XYZ):
```
17
Properties=species:S:1:pos:R:3:forces:R:3:mulliken_charge:R:1
C 1.07914 -1.23257 -0.35612 0.434 -1.056 0.067 -0.14
C -0.13911 -1.81580 -0.37846 -0.401 0.655 -0.177 -0.79
C 1.31298 0.16950 -0.14445 0.928 0.590 -0.567 0.30
C 0.29331 1.01630 -0.09730 -1.587 -0.973 -1.222 0.51
C -1.35163 -0.95255 -0.20559 2.375 -0.231 -0.236 0.46
C 2.68914 0.70902 0.20333 -0.470 1.598 4.064 -1.28
N -3.70650 1.46327 0.64744 2.344 2.604 -1.297 -0.61
O -0.35630 1.99718 -0.19142 -0.050 0.960 0.597 -0.52
O -1.81548 -0.75422 1.01138 -2.193 1.014 0.391 -0.50
P -3.53042 -0.04140 0.39145 0.972 -1.294 1.018 0.14
P -2.34598 -0.59176 -1.56164 -0.680 0.351 -0.800 -0.30
H 1.98080 -1.87238 -0.48129 -0.567 0.404 0.039 0.26
H -0.31307 -2.85792 -0.62690 0.325 -0.079 0.104 0.31
H 2.57614 0.68261 1.40636 1.135 0.138 -2.234 0.20
H 3.04005 1.79906 0.03514 -1.187 -1.684 -0.399 0.27
H 3.49759 0.06851 -0.03642 0.754 -0.775 -0.409 0.35
H -2.91067 2.21314 0.38449 -2.131 -2.222 1.063 0.33
```
Forces are in eV/Å.

Computed properties:
Kohn-Sham gap (spin up / spin down) (eV): 4.8 / 5.4
2S+1: 3
Maximum force (eV Å⁻¹): 4.4
<S²>: 2.018
E_tot (a.u.): -1120.034754
LUMO energy (spin up / spin down) (eV): 3.63 / 1.76
Charge: -1



Entry 6:
Formula: C6H6O
Source: the OMol25 dataset
Level of theory: ωB97M-V/def2-TZVPD

Structure (XYZ):
```
13
Properties=species:S:1:pos:R:3:forces:R:3:mulliken_charge:R:1
O -0.01035 -0.76776 1.78107 0.186 0.418 0.130 -0.49
C 0.69810 -0.50767 0.62632 1.979 0.960 0.649 -0.47
C -1.26729 -1.06500 -0.86979 -1.073 0.059 -0.825 -0.49
C -1.32532 0.24564 -1.02498 0.424 -0.424 0.187 0.15
C -0.58221 1.29632 -0.75327 0.010 -0.107 -0.103 -0.75
C 0.61512 0.76865 -0.05261 -0.141 0.215 -0.158 0.45
C 1.83866 0.88168 0.35714 -0.373 -0.772 0.464 -0.57
H -0.62484 -0.03574 1.93764 0.174 -0.103 0.006 0.39
H 1.15860 -1.42636 0.27787 -0.165 0.303 -0.337 0.43
H -1.79704 -1.60354 -0.09059 -0.019 0.133 -0.022 0.28
H -0.74158 -1.66810 -1.60552 -0.228 0.014 -0.105 0.29
H -0.68311 2.34946 -0.98407 -0.192 -0.228 -0.132 0.39
H 2.72127 1.53240 0.40077 -0.580 -0.468 0.246 0.38
```
Forces are in eV/Å.

Computed properties:
Kohn-Sham gap (eV): 9.2
Maximum force (eV Å⁻¹): 2.3
E_tot (a.u.): -307.245736
Energy relative to the best compared isomer or geometry (same formula, charge and spin) (kcal/mol): 136.6
LUMO energy (eV): 0.75



Entry 7:
Formula: C6H6O
Source: the OMol25 dataset
Level of theory: ωB97M-V/def2-TZVPD

Structure (XYZ):
```
13
Properties=species:S:1:pos:R:3:forces:R:3:mulliken_charge:R:1
C -0.18175 2.29782 0.82620 -0.141 -1.384 -1.117 -0.52
C 0.71517 -0.52995 1.08563 -0.610 -2.125 1.672 -0.31
C 0.21123 1.32122 -0.00167 -1.790 -1.320 0.537 0.16
C 0.00176 -0.26544 -0.01674 2.266 3.226 0.746 0.63
C 1.12927 1.64751 1.05993 -2.455 -0.964 0.373 -0.29
C -0.52320 -1.08799 -1.07279 3.059 -3.895 1.545 -1.38
O 1.15469 0.47211 1.87715 1.205 1.222 -0.123 -0.36
H -1.07713 2.59929 1.31863 -0.358 0.338 0.115 0.31
H 0.91315 -1.46051 1.68015 -0.652 0.505 -1.298 0.32
H 1.94862 2.21841 0.96618 3.378 1.283 0.143 0.42
H -0.42648 -2.20611 -0.85155 -0.960 1.368 0.482 0.30
H 0.09235 -1.15543 -1.90856 1.327 0.866 -1.813 0.34
H -1.41674 -0.78231 -1.36399 -4.268 0.880 -1.260 0.38
```
Forces are in eV/Å.

Computed properties:
Kohn-Sham gap (eV): 9.0
Maximum force (eV Å⁻¹): 5.2
E_tot (a.u.): -307.273504
Energy relative to the best compared isomer or geometry (same formula, charge and spin) (kcal/mol): 119.2
LUMO energy (eV): 0.63



Entry 8:
Formula: C6H6O
Source: the OMol25 dataset
Level of theory: ωB97M-V/def2-TZVPD

Structure (XYZ):
```
13
Properties=species:S:1:pos:R:3:forces:R:3:mulliken_charge:R:1
C -0.63391 -0.62845 1.00068 -4.804 0.992 1.920 0.46
C -0.49094 0.84908 0.55084 1.559 -1.852 -3.346 -0.55
C 1.06287 0.33389 0.50753 1.708 4.977 1.001 -0.53
C 0.49492 -0.89050 0.02268 -0.309 -4.338 1.819 -0.16
C -0.03192 -0.44035 -1.24932 -2.967 -1.078 -4.051 -0.45
C -0.77715 0.67429 -1.02017 1.398 -0.967 -0.376 -0.35
H -0.86733 1.68401 0.98130 -0.910 2.425 1.726 0.57
H 1.67713 0.83773 -0.27716 -0.475 -0.115 0.681 0.28
H 1.58214 0.47687 1.47515 -0.432 -0.801 -0.251 0.32
H 0.80959 -1.86573 0.33281 1.356 -0.740 -1.160 0.43
H -0.15236 -1.05209 -2.23717 0.692 1.129 2.052 0.28
H -1.29114 1.15890 -1.92732 0.401 -0.274 2.318 0.33
O -1.38190 -1.13765 1.84014 2.783 0.642 -2.335 -0.60
```
Forces are in eV/Å.

Computed properties:
Kohn-Sham gap (eV): 10.6
Maximum force (eV Å⁻¹): 5.4
E_tot (a.u.): -307.325622
Energy relative to the best compared isomer or geometry (same formula, charge and spin) (kcal/mol): 86.5
LUMO energy (eV): 1.04